ORCA calculation (the ωB97M-V functional and the def2-TZVPD basis) on 3 unconnected molecules or ions with the total composition C5H16NO at a distorted geometry.

Geometry (Å):
C -0.59 0.06 1.10
C 0.69 0.68 0.53
C 1.88 -0.23 0.22
C 1.28 -1.60 -0.18
C 2.72 0.30 -0.98
N -3.65 -0.10 0.72
H -0.99 -0.67 0.44
H -1.35 0.83 1.19
H -0.55 -0.37 2.12
H 1.03 1.65 1.04
H 2.59 -0.46 1.04
H 0.43 -1.52 -0.88
H 0.82 -2.14 0.62
H 2.00 -2.16 -0.78
H 3.68 -0.25 -0.93
H 2.84 1.38 -0.91
H 2.08 0.05 -1.86
H -1.19 2.17 -2.00
H -3.55 0.56 -0.03
H -0.64 1.29 -0.85
H -4.43 -0.02 1.37
H -3.65 -1.02 0.36
O -1.46 1.57 -1.33

The calculation puts the relative energy (zero: lowest compared OMol25 entry of this formula, charge and spin) at 8.1 kcal per mole. The value obtained for the HOMO energy (alpha / beta) is -8.41 / -9.46 eV. The expectation value of S² is 0.75. As for the net charge: 0. Its spin multiplicity is 2. For the total energy, the calculation gives -330.00283 Ha.

***

ORCA calculation (the ωB97M-V functional and the def2-TZVPD basis) on 2 unconnected molecules or ions with the total composition C5H16NO at a distorted geometry.

Geometry (Å):
C -0.63 -0.63 -0.61
C 0.41 0.05 0.25
C 1.29 -1.19 0.79
C 1.18 1.11 -0.58
C 2.63 1.51 -0.17
N -1.63 -1.48 0.21
H -0.07 -1.27 -1.45
H -1.20 0.08 -1.34
H -0.17 0.66 1.09
H 1.88 -0.92 1.69
H 0.74 -2.05 1.12
H 1.93 -1.61 0.10
H 1.37 0.51 -1.56
H 0.38 1.86 -0.81
H 3.04 2.21 -0.90
H 2.58 1.88 0.81
H 3.29 0.59 -0.17
H -1.84 -2.29 -0.30
H -1.34 -1.54 1.19
H -2.62 -0.93 0.26
H -4.31 1.07 -0.35
H -3.26 1.61 0.48
O -3.65 0.76 0.22

The calculation puts the relative energy (zero: lowest compared OMol25 entry of this formula, charge and spin) at 43.6 kcal per mole. The value obtained for the HOMO energy is -14.63 eV. As for the net charge: +1. Its spin multiplicity is 1. For the total energy, the calculation gives -329.81141 Ha.

***

ORCA calculation (the ωB97M-V functional and the def2-TZVPD basis) on 2 unconnected molecules or ions with the total composition C5H16NO.

Geometry (Å):
C -1.76 -0.73 -0.56
C -0.29 -0.55 -0.73
C 0.61 -1.11 0.35
C 1.84 -0.29 0.72
C 1.46 1.05 1.33
N 0.08 -1.19 -2.09
H -2.27 -0.24 -1.38
H -2.12 -0.18 0.30
H -2.03 -1.78 -0.38
H -0.09 0.51 -0.89
H -0.02 -1.19 1.25
H 0.84 -2.16 0.16
H 2.38 -0.86 1.48
H 2.54 -0.14 -0.10
H 2.35 1.61 1.64
H 0.92 1.75 0.71
H 0.94 0.91 2.28
H -0.11 -0.56 -2.86
H -0.45 -2.05 -2.27
H 1.07 -1.40 -2.10
H -2.18 2.66 1.78
H -2.14 2.97 0.29
O -1.58 2.98 1.08

The calculation puts the relative energy (zero: lowest compared OMol25 entry of this formula, charge and spin) at 17.9 kcal per mole. The value obtained for the HOMO energy is -14.50 eV. As for the net charge: +1. Its spin multiplicity is 1. For the total energy, the calculation gives -329.85231 Ha.

***

ORCA calculation (the ωB97M-V functional and the def2-TZVPD basis) on 3 unconnected molecules or ions with the total composition C5H16NO2 at a distorted geometry.

Geometry (Å):
C 1.73 2.38 2.29
C 0.74 2.57 1.12
C -0.61 1.73 1.02
C -0.38 0.40 0.67
C -0.56 -0.16 -0.55
N -0.05 -1.51 -0.86
H 1.41 1.45 2.80
H 2.76 2.11 1.78
H 1.88 3.25 3.04
H 0.61 3.69 1.13
H 1.27 2.32 0.18
H -0.98 1.79 2.14
H -1.36 2.29 0.24
H 0.24 -0.28 1.45
H -1.16 0.27 -1.24
H 0.88 -1.64 -0.41
H -0.58 -2.17 -0.31
H -0.03 -1.61 -1.87
H -1.77 -3.91 1.01
H -2.16 -3.77 -0.45
O -1.53 -3.56 0.21
H -0.32 -2.58 -4.59
H 0.25 -1.29 -4.73
O -0.27 -1.75 -4.07

The calculation puts the relative energy (zero: lowest compared OMol25 entry of this formula, charge and spin) at 57.1 kcal per mole. The value obtained for the HOMO energy is -13.47 eV. As for the net charge: +1. Its spin multiplicity is 1. For the total energy, the calculation gives -405.02918 Ha.

***

ORCA calculation (the ωB97M-V functional and the def2-TZVPD basis) on 3 unconnected molecules or ions with the total composition C5H16NO2 at a distorted geometry.

Geometry (Å):
C 0.63 -0.23 -0.24
C 0.06 -1.37 0.59
C -0.36 -2.65 -0.16
C -2.35 -1.46 -1.14
C -1.30 -2.21 -1.22
N 0.52 0.95 0.59
H 1.78 -0.47 -0.46
H 0.13 -0.12 -1.31
H -0.91 -1.00 1.06
H 0.94 -1.67 1.36
H 0.66 -3.19 -0.42
H -0.99 -3.29 0.45
H -2.67 -0.93 -0.25
H -2.93 -1.08 -1.88
H -1.18 -2.61 -2.23
H -0.31 0.80 1.18
H 0.48 1.88 0.02
H 1.35 1.33 1.33
H 3.41 2.08 1.87
H 3.14 2.64 0.42
O 2.69 2.43 1.27
H -0.95 3.98 0.36
H -1.02 3.07 -1.06
O -0.83 3.10 -0.12

The calculation puts the relative energy (zero: lowest compared OMol25 entry of this formula, charge and spin) at 64.5 kcal per mole. The value obtained for the HOMO energy is -12.96 eV. As for the net charge: +1. Its spin multiplicity is 1. For the total energy, the calculation gives -405.01741 Ha.

***

ORCA calculation (the ωB97M-V functional and the def2-TZVPD basis) on 3 unconnected molecules or ions with the total composition C5H16NO4 at a distorted geometry.

Geometry (Å):
C -0.98 0.71 -1.06
C 0.56 0.71 -0.88
C 0.81 1.55 0.41
C 2.23 1.62 0.88
O 2.33 2.14 2.21
N 1.06 -0.66 -0.62
C 0.85 -1.77 -1.53
O -0.29 -2.49 -1.30
H -1.49 1.22 -0.26
H -1.21 1.25 -1.95
H -1.28 -0.30 -1.20
H 1.18 1.25 -1.63
H 0.34 2.54 0.39
H 0.21 1.05 1.21
H 2.75 0.61 0.87
H 2.87 2.27 0.32
H 1.65 1.81 2.81
H 0.56 -1.00 0.25
H 0.75 -1.46 -2.60
H 1.78 -2.39 -1.39
H -0.96 -2.01 -0.24
H -3.89 0.05 1.01
O -3.62 -0.75 1.46
H -2.01 -2.88 0.71
H -2.67 -1.01 1.35
O -1.52 -2.06 0.76

The calculation puts the relative energy (zero: lowest compared OMol25 entry of this formula, charge and spin) at 4.4 kcal per mole. The value obtained for the HOMO energy (alpha / beta) is -10.02 / -9.78 eV. The expectation value of S² is 0.76. As for the net charge: 0. Its spin multiplicity is 2. For the total energy, the calculation gives -555.67897 Ha.

***

ORCA calculation (the ωB97M-V functional and the def2-TZVPD basis) on 2 unconnected molecules or ions with the total composition C5H16O3PSi at a distorted geometry.

Geometry (Å):
C 1.47 0.84 -3.69
C -0.06 3.00 0.66
C 1.38 -1.10 1.56
C -1.70 -0.54 2.23
C -0.93 -2.94 0.33
O -0.50 -0.24 -0.40
O 1.20 1.44 -2.44
O 0.51 2.53 -0.55
Si -0.42 -1.24 1.00
P -0.14 1.74 -1.72
H 2.16 1.49 -4.23
H 0.57 0.67 -4.28
H 1.97 -0.11 -3.51
H -0.37 4.04 0.54
H 0.72 2.94 1.42
H -0.91 2.39 0.97
H 1.56 -1.79 2.37
H 2.07 -1.34 0.76
H 1.62 -0.11 1.92
H -2.45 0.08 1.75
H -2.22 -1.35 2.73
H -1.23 0.05 3.01
H -1.91 -2.92 -0.13
H -0.23 -3.32 -0.41
H -0.96 -3.67 1.13
H -1.17 -0.55 -1.00

The calculation puts the relative energy (zero: lowest compared OMol25 entry of this formula, charge and spin) at 0.0 kcal per mole. The value obtained for the HOMO energy is -13.95 eV. As for the net charge: +1. Its spin multiplicity is 1. For the total energy, the calculation gives -1056.50464 Ha.

***

ORCA calculation (the ωB97M-V functional and the def2-TZVPD basis) on 2 unconnected molecules or ions with the total composition C5H16SSi2 at a distorted geometry.

Geometry (Å):
C 1.71 -0.76 -0.91
C -0.30 0.74 -2.63
C 1.08 2.32 -0.41
C -2.38 -1.31 -0.13
C 0.72 -1.54 3.11
Si 0.42 0.66 -0.81
Si -1.22 -0.01 0.67
S -2.31 1.28 1.92
H 1.13 -1.73 -1.02
H 2.39 -0.67 -1.75
H 2.32 -0.85 -0.03
H -1.00 1.47 -2.77
H 0.54 0.93 -3.35
H -0.71 -0.26 -2.96
H 2.24 2.22 -0.14
H 1.20 3.12 -1.17
H 0.59 2.83 0.42
H -2.02 -1.21 -1.16
H -1.93 -2.33 0.24
H -3.46 -1.17 0.00
H 1.14 -2.52 2.72
H 1.40 -0.68 3.01
H 0.13 -1.53 3.99
H -1.70 0.99 3.14

The calculation puts the relative energy (zero: lowest compared OMol25 entry of this formula, charge and spin) at 51.1 kcal per mole. The value obtained for the HOMO energy (alpha / beta) is -8.79 / -6.86 eV. As for the net charge: 0. Its spin multiplicity is 1. For the total energy, the calculation gives -1177.17168 Ha.

***

ORCA calculation (the ωB97M-V functional and the def2-TZVPD basis) on C5H16Si4 in the gas phase at a distorted geometry.

Geometry (Å):
C 0.43 -0.18 -1.73
C 1.01 1.06 -1.04
C -0.51 -1.66 0.99
C 0.50 -0.54 1.60
C -1.43 1.65 0.49
Si -1.10 -1.05 -0.82
Si 0.38 1.14 0.83
Si -2.03 -2.46 -2.42
Si 1.82 2.44 2.13
H -0.11 -0.03 -2.65
H 1.21 -0.90 -1.84
H 2.15 0.94 -1.08
H 0.83 1.80 -1.77
H -0.15 -2.77 1.05
H -1.43 -1.54 1.51
H 0.12 -0.44 2.64
H 1.60 -1.00 1.74
H -1.60 2.21 -0.43
H -2.11 1.76 1.25
H -1.39 -1.90 -3.55
H -3.44 -2.65 -2.83
H -1.25 -3.72 -2.28
H 3.31 2.21 1.92
H 1.72 1.99 3.60
H 1.80 3.86 2.53

The calculation puts the relative energy (zero: lowest compared OMol25 entry of this formula, charge and spin) at 0.0 kcal per mole. The value obtained for the HOMO energy (alpha / beta) is -8.11 / -7.50 eV. As for the net charge: 0. Its spin multiplicity is 1. For the total energy, the calculation gives -1357.88743 Ha.

***

ORCA calculation (the ωB97M-V functional and the def2-TZVPD basis) on 2 unconnected molecules or ions with the total composition C5H17B2ClN5O5.

Geometry (Å):
N 4.47 0.12 1.14
C 4.24 -0.16 -0.29
C 3.23 -1.27 -0.53
C 1.81 -0.74 -0.43
O 1.42 -0.08 -1.59
B -0.08 -0.16 -1.65
O -0.56 -0.27 -3.01
B -0.71 1.23 -0.76
N -0.03 1.82 0.43
O -1.89 1.88 -1.18
O -0.32 -1.51 -0.99
C 0.72 -1.83 -0.25
N 1.11 -3.18 -0.49
Cl 0.20 -1.76 1.69
H 3.92 -0.53 1.70
H 4.09 1.03 1.38
H 3.87 0.74 -0.79
H 5.20 -0.41 -0.76
H 3.38 -2.07 0.21
H 3.36 -1.71 -1.52
H 1.74 -0.08 0.45
H -0.17 0.43 -3.54
H 0.51 2.66 0.23
H -0.69 2.07 1.16
H -1.76 2.83 -1.32
H 0.27 -3.74 -0.59
H 1.63 -3.54 0.31
C -4.74 1.53 1.49
O -4.51 2.69 1.80
N -5.91 0.91 1.90
N -3.92 0.75 0.75
H -6.14 -0.04 1.68
H -6.54 1.46 2.46
H -3.06 1.14 0.39
H -4.13 -0.20 0.52

The value obtained for the HOMO energy is -4.51 eV. As for the net charge: -1. Its spin multiplicity is 1. For the total energy, the calculation gives -1360.87501 Ha.